Here is an isolated molecule of C4H10OSi2 in a non-equilibrium geometry from the Open Molecules 2025 dataset. Energies are from ωB97M-V/def2-TZVPD.

Geometry as XYZ:
```
17
Properties=species:S:1:pos:R:3:forces:R:3:mulliken_charge:R:1
C -1.786 2.044 -0.731 0.046 0.197 0.819 -0.40
C 0.039 -2.309 -0.528 0.634 0.406 0.279 -0.48
C -2.029 1.014 0.091 -2.162 -1.734 0.205 -0.22
C -0.752 -1.891 0.398 -2.933 2.986 2.847 -0.25
O 0.775 0.495 0.672 0.565 0.238 -0.190 0.12
Si 2.302 0.602 0.048 0.508 -1.625 3.532 0.26
Si -0.736 -0.030 0.998 0.592 -0.417 -0.541 0.14
H -2.349 2.836 -1.281 -0.201 -1.330 0.629 0.28
H -0.742 2.243 -0.694 0.963 0.548 -0.587 0.14
H -0.024 -3.128 -1.147 -0.286 -2.035 -0.985 0.30
H 0.896 -1.723 -0.587 1.642 0.899 -0.956 0.03
H -3.066 0.507 0.350 1.558 1.560 -0.862 0.17
H -1.686 -2.270 0.802 -0.088 -1.080 -0.719 0.31
H 3.220 -0.691 0.342 -1.068 1.321 -0.183 -0.09
H 2.887 1.674 0.954 0.001 -0.169 -1.152 -0.10
H 2.158 0.525 -1.334 0.082 0.685 -1.905 -0.11
H -1.073 0.241 2.434 0.145 -0.448 -0.230 -0.10
```
Positions in Å, forces in eV/Å.

Values from the calculation:
Electronic energy: -22111.8231 eV
Total charge: 0
HOMO-LUMO gap: 10.69 eV
Lowest unoccupied orbital energy: 0.8896 eV
Relative energy (zero: lowest compared OMol25 entry of this formula, charge and spin): 11.7 kcal/mol
SMILES: C=C[SiH](C=C)O[SiH3]